12
Properties=species:S:1:pos:R:3 method="wB97M-V/def2-TZVPD" total_energy_ev=-52651.346 homo_energy_ev="-22.393 / -22.235" multiplicity=2 charge=+3 lumo_energy_ev="-17.63 / -18.23" s_squared=1.70 gap_ev="4.765 / 4.009"
F 0.434 3.077 -0.512
O 2.277 1.598 -1.143
S 1.310 1.783 -0.105
O 0.790 -0.125 2.292
O 1.763 2.342 1.226
Al -4.498 -4.623 -0.138
Al -1.991 0.207 -2.123
F -2.599 -2.509 -1.008
O 1.963 -1.032 0.257
F -0.409 -1.261 0.514
S 0.842 -0.300 0.857
N 0.118 0.841 -0.116

18
Properties=species:S:1:pos:R:3 method="wB97M-V/def2-TZVPD" total_energy_ev=-9446.979 homo_energy_ev=-16.238 charge=+1 lumo_energy_ev=-5.25 gap_ev=10.986 e_above_lowest_kcal_mol=81.3
H -0.703 -0.793 2.089
H -1.589 -0.723 0.656
C 0.267 0.448 0.657
C -0.498 0.393 -1.789
C -0.558 -0.777 1.051
O 0.701 1.085 1.710
H -1.526 0.228 -1.596
C 0.258 1.035 -0.666
H 1.275 0.889 -0.868
H -0.331 0.890 -2.713
H 1.531 2.735 2.292
H -0.906 -2.991 0.263
H 0.226 2.161 -0.606
H 0.712 -2.415 0.678
C -0.169 -2.138 0.241
O 1.370 2.310 1.429
H -0.013 -0.562 -1.982
H -0.049 -1.776 -0.845

11
Properties=species:S:1:pos:R:3 method="wB97M-V/def2-TZVPD" total_energy_ev=-8329.747 homo_energy_ev=-10.149 smiles="C#CC(=O)C#CC" lumo_energy_ev=-0.05 gap_ev=10.095 e_above_lowest_kcal_mol=62.1
H -2.837 0.019 0.038
O 0.881 1.557 1.847
C 1.053 0.917 0.835
H -2.073 -1.262 -0.895
H -2.733 0.171 -1.737
C -2.210 -0.175 -0.840
C 2.111 -0.060 0.682
C -0.928 0.476 -0.642
H 3.694 -1.661 0.441
C 2.916 -0.944 0.560
C 0.126 0.962 -0.288